Formula: C34H82CaN5O10
Source: the OMol25 dataset
Level of theory: ωB97M-V/def2-TZVPD

Geometry as ORCA input:
```
! RIJCOSX wB97M-V def2-TZVPD def2/J DEFGRID3
* xyz 1 1
Ca -0.3545 -1.2551 -3.4636
O -2.5908 4.8130 -6.2968
O 1.6083 -0.0694 -4.3665
O -2.9867 0.9564 8.7977
O -2.8409 -0.7231 -2.9231
O -1.4037 -3.1071 -2.1571
O 0.3482 5.5731 -3.2865
O 3.6556 -2.3898 6.0285
O 0.3593 -0.1052 -1.5056
O 3.9886 -3.5341 -2.7862
O -1.6108 1.9603 2.6955
N -1.3818 3.5918 -3.7596
N 1.4165 -2.7565 -3.1399
N 3.1263 -2.8035 4.7699
N -3.9762 2.4438 5.5440
N -1.0846 0.5358 -4.6623
C 1.2333 0.9757 -5.2189
C 2.3423 -4.8808 5.5070
C -2.3983 0.2287 -5.2102
C -0.4084 -4.1689 -2.3358
C 2.9422 -0.3124 4.0671
C 3.3400 -4.2130 -3.8298
C 2.8004 0.2265 -3.6736
C 1.4628 5.0293 -3.9756
C -3.2452 4.1267 -5.2689
C 0.9476 -3.4983 -2.0110
C 3.4281 -1.7415 3.7640
C 2.0687 -3.4514 -4.2595
C 4.9040 -1.8181 3.4250
C -3.2114 2.8489 4.3224
C 1.1719 -3.8603 3.5932
C -2.7366 4.1574 -3.8167
C 0.8571 -2.8146 5.8819
C -2.0335 1.8773 9.2752
C -3.3893 -0.0636 -4.0839
C 1.2122 -2.6326 2.6657
C -0.7791 3.4824 -2.4119
C -0.0581 4.8587 -2.1387
C 4.8890 -4.3028 -2.0120
C -3.0100 -0.0332 -1.6796
C 1.8361 -3.5348 4.9519
C -2.4498 6.2154 -5.9841
C 2.6319 -2.1023 2.4958
C 0.6025 0.5334 -0.2980
C -3.8106 1.4764 7.7683
C -0.2068 0.8784 -5.7827
C -3.0862 1.7438 6.4668
C -2.7571 1.6380 3.4423
C -0.3930 1.6421 3.3337
C -2.7244 -3.6667 -2.0924
H 0.0446 0.0846 0.5453
H -0.3535 -4.4835 -3.3851
H 0.1448 -4.2154 3.6403
H -1.3057 2.0392 8.4767
H 2.3432 -2.7648 -5.0610
H 3.6772 0.1870 -4.3275
H 1.7059 -4.1804 -1.6026
H -2.4432 2.8164 9.6602
H -1.3856 1.3996 -4.1840
H -3.8387 0.8766 -3.7447
H 5.8557 -3.8260 -1.8656
H -3.3827 6.7065 -6.2648
H 3.9989 -4.2648 -4.7023
H -0.8567 4.2581 -4.3134
H -2.3638 3.4079 4.7177
H -2.6612 -4.6851 -1.6981
H 4.4633 -4.3085 -0.9966
H 1.7733 -4.5414 2.9829
H 0.9001 -2.8094 -1.1622
H -3.1517 -3.7509 -3.0907
H 5.2798 -2.6868 2.8962
H -3.3368 -3.1632 -1.3491
H -0.2926 0.7870 4.0038
H 3.1284 -5.3759 4.9487
H 0.1136 1.5206 -0.3381
H -4.6986 1.8183 5.1986
H 2.8766 -2.0094 6.4696
H 1.5434 1.9905 -4.9448
H -1.4841 1.4794 10.1288
H 0.7600 4.6267 -1.4511
H 0.9000 -3.2152 6.9036
H -4.2350 -0.6972 -4.3589
H 2.7695 -4.6872 6.4945
H -0.5755 -5.1041 -1.8032
H -3.7847 3.5166 3.6822
H -0.3334 1.9015 -6.1401
H 1.4019 -4.1834 -4.7205
H -0.1465 2.5152 3.9579
H -3.5590 1.5054 2.7115
H 0.4793 1.6840 2.6802
H 0.5626 -1.8998 3.1714
H 5.0830 -0.9399 2.7856
H 0.8964 -1.7283 5.9619
H -1.6764 6.5133 -6.6971
H -2.6789 0.7113 4.0120
H 1.8604 -0.1500 4.1020
H 1.6516 0.5634 0.0232
H 2.8315 1.1770 -3.1351
H -3.3245 3.0371 -5.3972
H 3.4050 0.0282 4.9951
H 3.0287 -5.1967 -3.4606
H 1.4594 -5.5036 5.6842
H 1.2215 4.1675 -4.6059
H 3.1277 0.3879 3.2473
H -0.0135 2.7191 -2.5099
H -2.0457 6.3971 -4.9919
H 2.3192 4.7794 -3.3472
H -2.1033 2.2195 6.5052
H -2.7803 5.1793 -3.4138
H 2.0546 -1.9970 -2.9309
H -0.7493 5.5107 -1.6087
H 1.8564 0.9418 -6.1344
H -2.4920 -0.5185 -0.8583
H -4.6631 0.8158 7.6111
H 4.9474 -5.3702 -2.2282
H 2.9641 -0.4901 -2.8692
H 2.5662 -1.2079 1.8649
H -2.7292 0.7893 6.0438
H -0.1800 -3.1138 5.7019
H -4.3219 4.3579 -5.3173
H -4.2508 2.4070 8.1466
H 0.6862 -2.6550 1.7083
H 5.5465 -1.5008 4.2509
H -2.3788 -0.5882 -5.9486
H -2.7770 1.0216 -1.8201
H 3.1957 -2.7223 1.7866
H -4.0689 -0.1032 -1.4007
H 1.7805 5.8137 -4.6615
H -2.8380 0.9684 -5.8925
H -0.2059 0.0739 -6.5158
H -3.4379 3.6396 -3.1582
H -1.5448 3.3225 -1.6581
*
```

Values from the calculation:
ΔE to the lowest compared entry with this formula, charge and spin: 0.0 kJ/mol
energy: -82939.2104 eV
HOMO energy: -9.67 eV
LUMO energy: -2.592 eV

Formula: C32H44HfN4P2Si
Source: the OMol25 dataset
Level of theory: ωB97M-V/def2-TZVPD

Geometry as ORCA input:
```
! RIJCOSX wB97M-V def2-TZVPD def2/J DEFGRID3
* xyz 2 1
Hf -0.1252 1.5414 0.2331
P -1.2749 -1.2044 0.6135
P 1.4865 -0.3565 -0.3124
Si -0.3780 -0.1403 5.4782
N 2.5827 -1.4891 0.5305
N 2.9417 0.5193 -1.0938
N -2.2553 0.2303 -0.0532
N -2.7685 -2.0269 0.9462
C 0.4175 2.8581 -4.5349
C 0.7779 1.9124 -3.4425
C -4.8652 -2.8498 0.8725
C 4.0659 0.0600 -1.7815
C 4.1659 2.3270 -1.7056
C -1.9286 0.4161 -4.2288
C 1.0352 0.6244 -3.6941
C -0.8533 2.4206 -5.3187
C -0.6930 -2.0544 -0.9049
C -2.6849 2.4708 -0.3178
C 3.0040 1.9179 -1.0677
C -3.1122 -2.3917 2.2584
C -2.8468 0.4169 -1.2824
C -3.8536 -2.2982 0.0952
C -1.8791 1.7310 -4.4535
C -0.3759 1.4880 6.4545
C 1.2561 2.3578 1.7786
C 3.8277 -3.2583 1.1860
C -3.0873 1.7626 -1.4791
C 0.5169 -0.1877 -4.8707
C -1.8561 -1.1052 6.1749
C 0.6558 -1.5206 -1.4538
C 4.1760 -2.1294 1.9932
C -2.3176 1.4951 0.6559
C 3.4076 -1.0544 1.5791
C 2.8504 -2.8403 0.2857
C -4.4020 -2.8914 2.2272
C 4.8431 1.1561 -2.1578
C -0.9920 -0.5906 -4.8357
C 1.1723 -1.0390 6.1123
C -0.2830 0.6739 2.4263
C -0.3564 0.1910 3.6101
H 2.0152 2.9939 1.3193
H 2.0755 -0.4312 5.9604
H -0.5921 -3.1200 -0.6128
H 0.7468 0.3117 -5.8301
H -1.4827 -2.0099 -1.6717
H -3.4973 2.2143 -2.3717
H -3.7811 -2.1199 -0.9783
H 1.3212 -2.0010 5.6042
H 1.3014 -2.3590 -1.7462
H -2.3925 -2.2653 3.0439
H -1.9130 -2.1553 5.8616
H -1.0962 -1.5243 -4.2567
H -0.5025 1.2776 7.5265
H -1.3106 3.3366 -5.7273
H -3.1243 -0.4273 -1.9079
H 0.5919 2.9931 2.3874
H 1.2416 2.9269 -5.2623
H 3.3453 -0.0311 1.9209
H 1.7427 1.6696 2.5002
H 4.2158 -0.9977 -1.9246
H 1.0027 2.3648 -2.4789
H -1.1922 2.1667 6.1737
H 0.4360 -0.9707 -2.3790
H -2.5147 1.5123 1.7145
H 1.0684 -1.1476 -4.8975
H -0.5706 1.7734 -6.1645
H 2.2360 2.5428 -0.6063
H 0.5677 2.0402 6.3613
H 4.9061 -2.1109 2.7875
H 2.3113 -3.3790 -0.4789
H -5.8205 -3.1877 0.4928
H -2.8279 -0.6416 5.9623
H 4.2293 -4.2523 1.2382
H 5.7828 1.1360 -2.6863
H -2.6615 2.4008 -4.0836
H -4.9471 -3.2844 3.0732
H 1.1383 -1.2568 7.1913
H 4.4602 3.3609 -1.8344
H -2.8009 -0.0330 -3.7494
H 1.8316 0.1079 -3.1415
H -2.7050 3.5458 -0.1580
H -1.3024 -0.8307 -5.8730
H 0.2458 3.8493 -4.0977
H -1.7728 -1.1301 7.2767
*
```

Values from the calculation:
ΔE to the lowest compared entry with this formula, charge and spin: 216.5 kJ/mol
energy: -67596.8709 eV
HOMO energy: -13.66 eV
LUMO energy: -8.435 eV

Formula: C3H13NO2S
Source: the OMol25 dataset
Level of theory: ωB97M-V/def2-TZVPD

Geometry as ORCA input:
```
! RIJCOSX wB97M-V def2-TZVPD def2/J DEFGRID3
* xyz 0 1
S 1.2680 0.7192 2.1821
O -1.9291 2.4392 0.8286
O -2.9033 0.0149 -0.1289
N 2.0996 0.0122 -1.0168
C 0.8052 -0.2758 -0.3402
C 0.9013 -0.7425 1.1089
C -0.1325 -1.0668 -1.2485
H 1.8809 0.0603 3.1715
H 0.0738 -0.7267 -2.2676
H -2.5197 -0.6840 -0.6589
H -2.0107 2.9754 0.0317
H -0.0447 -1.2205 1.3928
H 1.9062 0.0368 -1.9969
H 0.3668 0.7577 -0.3276
H -2.1680 0.5053 0.2394
H -0.9892 2.2319 0.8795
H -0.0072 -2.1548 -1.0828
H 2.8459 -0.6540 -0.8283
H 1.7612 -1.4370 1.2061
H -1.2046 -0.7908 -1.1441
*
```

Values from the calculation:
ΔE to the lowest compared entry with this formula, charge and spin: 101.7 kJ/mol
energy: -19741.3879 eV
HOMO energy: -9.25 eV
SMILES string: C[C@H](N)CS.O.O
LUMO energy: 0.696 eV

Formula: C7H12NO5S
Source: the OMol25 dataset
Level of theory: ωB97M-V/def2-TZVPD

Geometry as ORCA input:
```
! RIJCOSX wB97M-V def2-TZVPD def2/J DEFGRID3
* xyz -1 1
S 2.1012 0.9180 0.5959
O 2.4514 -1.0092 -1.0147
O 2.4111 0.1744 1.7742
O 1.2013 2.0582 0.8817
O 1.4356 -2.6455 0.2332
O 3.1809 1.3127 -0.2512
N -0.8850 -0.2744 0.5495
C 0.7477 1.0863 -2.6583
C -1.7526 -1.3874 0.3193
C 1.4950 -1.5538 -0.2647
C -0.7273 -0.2493 1.9740
C 1.1361 -0.3013 -0.5423
C -1.5111 1.0846 0.2073
C 0.4422 0.0894 -1.8300
H -0.6830 1.7437 0.2027
H 1.6528 1.5327 -2.6095
H -1.6416 -0.2097 2.5381
H -2.7527 -1.3587 0.7322
H -0.3335 -1.1707 2.2848
H -1.3472 -2.3187 0.6125
H -0.5944 -0.3040 -1.8292
H -2.3171 1.5261 0.8536
H -0.0280 1.3282 -3.3695
H -1.8524 -1.5423 -0.7398
H 0.1024 0.5226 2.1856
H -1.9316 0.9480 -0.8351
*
```

Values from the calculation:
ΔE to the lowest compared entry with this formula, charge and spin: 254.4 kJ/mol
energy: -30013.9219 eV
HOMO energy: -5.61 eV
LUMO energy: 3.290 eV